[1]
ORCA calculation (ωB97M-V/def2-TZVPD) on a cluster of 2 separate species, C5H11IO2 in total.

Properties
* maximum force: 0.0914 hartree/bohr
* gap between HOMO and LUMO: 9.654 eV
* ΔE to the lowest compared entry with this formula, charge and spin: 28.8 kcal/mol
* structure (SMILES): OC(O)I.C=CCC
* HOMO energy: -0.3373 Ha

```
! RIJCOSX wB97M-V def2-TZVPD def2/J DEFGRID3
* xyz 0 1
H -1.194 -1.408 1.286
H 0.405 -1.632 0.486
H 4.483 2.864 -0.498
C -1.050 0.986 0.888
C -1.675 -2.038 -0.627
H -1.696 -1.682 -1.715
H 2.139 1.530 -1.456
H -0.209 0.440 -0.976
H -2.565 -2.054 -0.044
O 2.099 2.119 0.632
C -0.570 0.070 -0.017
C -0.705 -1.321 0.271
H -1.295 -3.165 -0.740
O 3.694 2.561 -0.998
H 1.236 1.701 0.799
H -1.274 0.663 1.902
H -0.903 1.999 0.638
I 3.646 -0.357 -0.031
C 2.730 1.727 -0.498
*
```

***

[2]
ORCA calculation (ωB97M-V/def2-TZVPD) on the molecule C5H7BrO.

Properties
* maximum force: 0.1140 hartree/bohr
* gap between HOMO and LUMO: 10.694 eV
* ΔE to the lowest compared entry with this formula, charge and spin: 26.9 kcal/mol
* structure (SMILES): O[C@@]1(Br)C=CCC1
* HOMO energy: -0.3620 Ha

```
! RIJCOSX wB97M-V def2-TZVPD def2/J DEFGRID3
* xyz 0 1
C -1.285 0.256 -0.044
H -0.505 0.045 2.024
C -0.529 -0.059 -1.329
H -0.635 -1.462 1.112
H 1.340 0.452 1.071
C -0.434 -0.340 1.063
O -1.339 1.952 -0.108
C 0.708 -0.341 -0.996
H -0.864 0.056 -2.359
C 0.979 -0.365 0.476
H -1.304 2.044 -1.013
H 1.602 -1.241 0.722
Br -3.108 -0.307 0.023
H 1.570 -0.493 -1.664
*
```

***

[3]
ORCA calculation (ωB97M-V/def2-TZVPD) on the molecule C4H5NO2.

Properties
* maximum force: 0.0118 hartree/bohr
* gap between HOMO and LUMO (spin up / spin down): 8.392 / 8.393 eV
* ΔE to the lowest compared entry with this formula, charge and spin: 105.6 kcal/mol
* HOMO energy (spin up / spin down): -0.2754 / -0.2754 Ha

```
! RIJCOSX wB97M-V def2-TZVPD def2/J DEFGRID3
* xyz 0 1
H -1.694 -1.479 0.262
H 1.255 1.274 0.425
C 0.293 1.319 -0.084
O 0.084 -1.700 -0.794
O 2.053 -1.033 0.140
H -1.055 1.614 1.755
C -0.775 -0.979 -0.009
N -0.543 0.263 0.163
C 1.410 -1.358 -0.814
H 1.782 -1.448 -1.841
H -1.824 1.985 0.128
C -0.985 1.544 0.669
*
```

***

[4]
ORCA calculation (ωB97M-V/def2-TZVPD) on the ion C3H9N4 with charge +1.

Properties
* maximum force: 0.0831 hartree/bohr
* gap between HOMO and LUMO: 10.930 eV
* ΔE to the lowest compared entry with this formula, charge and spin: 135.1 kcal/mol
* structure (SMILES): C1CN2CN[N@@H+]2N1
* HOMO energy: -0.5521 Ha

```
! RIJCOSX wB97M-V def2-TZVPD def2/J DEFGRID3
* xyz 1 1
H 1.858 -0.387 -0.966
H 0.057 -0.417 -1.786
H -1.193 -0.982 1.484
N 0.316 -1.047 0.072
H 0.334 1.799 -0.536
C 1.404 -0.150 0.011
C 0.700 1.186 0.331
H -0.956 1.569 1.495
H 2.061 -0.457 0.782
H -0.748 -2.076 -1.478
N -1.726 -0.577 -0.534
N -0.738 -0.395 0.807
N -0.276 0.825 1.326
C -0.506 -1.028 -1.112
H 1.360 1.795 0.917
H -1.946 0.341 -0.813
*
```

***

[5]
ORCA calculation (ωB97M-V/def2-TZVPD) on a cluster of 2 separate species, C3H6Se in total.

Properties
* maximum force: 0.0891 hartree/bohr
* gap between HOMO and LUMO (spin up / spin down): 8.758 / 8.157 eV
* ΔE to the lowest compared entry with this formula, charge and spin: 94.0 kcal/mol
* HOMO energy (spin up / spin down): -0.3234 / -0.2939 Ha

```
! RIJCOSX wB97M-V def2-TZVPD def2/J DEFGRID3
* xyz 0 1
H -1.527 -1.718 1.826
C -0.998 -1.259 -0.166
H 1.294 2.788 0.378
Se 1.562 1.359 0.556
C -0.908 -1.226 1.137
C 0.991 0.696 -1.029
H 1.650 0.056 -1.669
H -0.147 -0.509 1.730
H -0.008 0.830 -1.543
H -1.566 -1.721 -0.844
*
```

***

[6]
ORCA calculation (ωB97M-V/def2-TZVPD) on a structure of composition C21H43CeN2OP3.

Properties
* maximum force: 0.0413 hartree/bohr
* gap between HOMO and LUMO (spin up / spin down): 7.848 / 5.011 eV
* ΔE to the lowest compared entry with this formula, charge and spin: 26.7 kcal/mol
* HOMO energy (spin up / spin down): -0.6208 / -0.6047 Ha
* expectation value of S²: 1.11

```
! RIJCOSX wB97M-V def2-TZVPD def2/J DEFGRID3
* xyz 3 2
C -2.652 -3.256 1.881
H -4.502 -0.266 -0.570
H 2.494 1.970 1.003
H 7.409 -0.824 -2.529
C 6.676 0.105 -4.292
C 2.473 -0.030 -1.340
C 3.777 -0.544 -1.152
H -5.424 0.678 0.639
H -1.476 0.629 -3.250
C -4.543 0.035 0.485
H -2.238 -3.559 0.909
C 0.105 3.580 1.208
H -3.070 2.194 -1.120
C 2.090 1.751 1.998
C 4.593 1.251 -2.556
H -4.204 0.829 3.030
H -2.541 -0.501 -4.156
H -2.456 3.179 0.243
H 0.119 3.450 0.116
C -2.342 -0.046 -3.172
H 0.146 -1.435 -3.107
H -2.594 1.557 3.275
H -0.964 -2.786 -3.532
N -0.647 -1.865 2.617
H 2.486 2.462 2.737
H 7.090 1.088 -4.035
H 3.120 2.394 -3.651
H -0.853 4.031 1.493
H 2.382 0.730 2.283
H -0.523 1.036 -0.750
C 4.835 0.152 -1.720
H -0.135 1.288 4.298
H 1.194 1.273 -2.500
C -1.572 -2.821 2.797
H 3.928 -1.413 -0.513
H -4.645 -0.862 1.109
H 0.065 -3.171 5.597
C -3.280 -2.546 -2.043
H -0.033 -2.824 -1.999
H -4.225 2.853 0.098
H 0.959 2.684 4.206
H 5.847 -0.236 -1.573
P -2.997 0.910 0.950
H -3.390 -2.456 1.722
H -1.955 -4.181 4.344
H -3.169 -4.117 2.326
C 3.295 1.621 -2.907
C -0.567 -2.171 -2.710
N -1.387 -3.422 3.985
Ce -0.386 -0.532 0.465
C -0.300 -2.845 4.633
P -1.965 -1.298 -1.879
H -0.797 2.909 3.958
H 6.174 0.030 -5.257
H -3.709 -2.541 -3.053
O 1.491 -0.445 -0.558
C -3.214 2.442 -0.058
H 0.926 4.254 1.494
H -3.909 2.523 2.540
H 0.948 -1.161 3.930
H -2.822 -3.524 -1.845
H 6.622 -1.978 -3.766
C 6.886 -0.958 -3.483
H -3.215 0.537 -2.847
P 0.264 1.923 2.000
C 0.050 2.239 3.785
H 5.425 1.776 -3.016
H -4.077 -2.381 -1.307
C 0.144 -1.866 3.793
C -3.464 1.520 2.607
C 2.230 0.975 -2.304
*
```

***

[7]
ORCA calculation (ωB97M-V/def2-TZVPD) on a cluster of 2 separate species, C2H2F4O in total.

Properties
* maximum force: 0.0889 hartree/bohr
* gap between HOMO and LUMO (spin up / spin down): 8.153 / 4.069 eV
* ΔE to the lowest compared entry with this formula, charge and spin: 114.0 kcal/mol
* HOMO energy (spin up / spin down): -0.3831 / -0.3123 Ha

```
! RIJCOSX wB97M-V def2-TZVPD def2/J DEFGRID3
* xyz 0 1
F -1.971 -1.829 1.326
H 2.033 1.651 -1.131
F 0.342 2.464 -0.324
F -2.639 -2.086 -0.685
H -1.088 -0.664 -0.277
F 2.035 1.480 0.865
C 1.217 1.303 -0.285
C -1.779 -1.453 0.098
O 0.695 0.173 -0.491
*
```

***

[8]
ORCA calculation (ωB97M-V/def2-TZVPD) on a structure of composition C11H24NO6SbTa.

Properties
* maximum force: 0.0049 hartree/bohr
* gap between HOMO and LUMO: 8.567 eV
* ΔE to the lowest compared entry with this formula, charge and spin: 0.0 kcal/mol
* HOMO energy: -0.7457 Ha

```
! RIJCOSX wB97M-V def2-TZVPD def2/J DEFGRID3
* xyz 3 1
H 1.567 4.922 -1.081
H 3.994 1.741 1.071
O -1.616 0.776 0.046
C 0.850 4.167 -0.760
H 3.028 3.059 1.808
H -0.473 -3.753 0.342
H 0.311 -1.975 -3.006
O -0.024 1.137 2.248
H 0.074 4.046 -1.513
H 1.031 -2.541 -1.469
H -1.450 -3.101 -1.551
C -0.643 -2.846 0.923
C 0.652 -2.473 1.625
C -2.867 0.042 0.001
H 3.484 1.058 -2.314
O 1.046 -1.154 1.237
C 0.312 1.990 4.558
N -1.170 -1.735 0.073
H 2.131 1.868 -3.186
Ta 0.114 0.217 0.398
H -1.792 -1.410 -1.925
H -0.704 1.818 2.393
H -1.361 -3.111 1.701
H 0.884 1.848 5.479
C 0.800 0.978 3.576
H 0.490 3.013 4.225
O 0.634 -0.488 -1.555
C 3.453 2.666 0.886
C -2.579 -1.387 0.411
H -0.738 1.843 4.815
H 3.507 2.806 -2.598
H 4.130 3.408 0.463
H 0.609 -0.054 3.855
H 1.305 -0.109 -2.144
Sb 1.915 2.353 -0.534
H -2.728 -1.445 1.493
H -3.295 -2.061 -0.062
O -3.861 0.571 -0.288
O 1.279 -3.096 2.385
C -1.111 -2.075 -1.390
C 0.280 -1.895 -1.922
H 1.828 1.113 3.252
H 0.411 4.462 0.191
C 2.865 1.952 -2.384
*
```

***

[9]
ORCA calculation (ωB97M-V/def2-TZVPD) on a structure of composition C36H32ClO4P2Yb.

Properties
* maximum force: 0.0674 hartree/bohr
* gap between HOMO and LUMO (spin up / spin down): 7.344 / 5.735 eV
* HOMO energy (spin up / spin down): -0.5280 / -0.5280 Ha
* expectation value of S²: 0.75

```
! RIJCOSX wB97M-V def2-TZVPD def2/J DEFGRID3
* xyz 2 2
Cl 3.490 2.460 2.327
H 1.623 -4.200 -0.706
C -0.336 5.150 -1.253
H -3.538 1.217 5.604
H -0.472 -5.677 2.734
C -0.151 -4.833 2.133
C 0.761 -2.716 0.624
Yb 1.672 1.353 -0.060
C -2.447 3.867 0.057
H -0.134 2.141 3.114
H 0.395 -3.526 -2.009
H -2.115 2.101 -2.143
H 5.648 -0.518 1.985
C 1.329 -0.346 -2.871
H 0.992 0.522 -4.818
C -3.510 -1.332 -1.057
H -3.974 -2.272 -0.749
H 0.731 3.285 -1.161
H -4.023 -1.591 -3.124
C 0.018 -2.454 1.807
H -3.148 0.616 -3.846
C -1.752 1.732 4.479
P -1.011 1.499 0.518
C 5.183 -0.899 1.083
H -0.186 -1.421 2.112
H -1.371 -2.564 -1.030
C 0.438 -2.595 -2.569
P 1.368 -1.284 -0.252
C -2.407 1.093 -1.875
C 1.051 -4.023 0.207
C -2.168 0.632 -0.572
C 5.971 -1.189 -0.035
C -2.621 5.150 -0.477
O 3.432 3.572 1.389
H -1.712 6.823 -1.487
H -0.996 -2.234 -0.443
H 3.215 -0.914 1.964
H -1.140 1.910 5.366
H 0.505 5.675 -1.706
C 3.187 -1.442 -0.167
C -0.136 -2.553 -3.836
H 0.769 -6.100 0.612
C -3.893 1.183 3.483
H 3.494 -2.232 -2.171
H -0.731 -3.414 -4.158
C -3.596 -0.921 -2.388
C 1.029 -1.443 -2.023
C 3.974 -1.823 -1.270
C -1.218 3.213 -0.089
H -2.704 -0.849 0.896
C 0.814 -0.340 -4.169
C 5.363 -1.673 -1.197
C -3.069 0.300 -2.804
C -2.774 -0.563 -0.152
O 3.188 2.858 3.668
C 0.057 -1.427 -4.642
C -1.185 1.841 3.211
H 2.048 0.434 -2.562
C -3.098 1.364 4.618
H -4.951 0.927 3.563
H -3.270 3.354 0.564
C -1.957 1.536 2.067
H 7.047 -1.015 -0.021
C -0.430 -3.527 2.562
C -0.186 3.825 -0.839
H -0.977 -3.346 3.492
H -3.595 5.621 -0.370
O 4.739 1.747 2.203
H -0.394 -1.408 -5.634
C 0.566 -5.085 0.960
H 5.960 -1.918 -2.076
O 2.376 1.479 1.944
H -3.969 1.147 1.326
C 3.803 -1.059 1.048
C -1.562 5.810 -1.110
C -3.332 1.289 2.205
*
```

***

[10]
ORCA calculation (ωB97M-V/def2-TZVPD) on a structure of composition C29H24BBiClO2P.

Properties
* maximum force: 0.0553 hartree/bohr
* gap between HOMO and LUMO: 5.103 eV
* ΔE to the lowest compared entry with this formula, charge and spin: 9.9 kcal/mol
* HOMO energy: -0.2464 Ha

```
! RIJCOSX wB97M-V def2-TZVPD def2/J DEFGRID3
* xyz 0 1
H -5.303 4.126 0.142
B 3.264 -1.775 1.164
C -4.193 3.522 1.894
C -3.091 -1.487 -0.065
H 1.719 2.988 2.582
C 2.957 1.979 -0.405
H -2.679 -1.655 -2.914
H 3.704 1.594 -1.097
C -3.865 -4.033 0.707
C 1.066 2.987 0.431
Cl 1.314 -0.262 4.294
C -2.090 -0.420 -4.593
H -4.621 4.300 2.530
H -2.953 2.723 3.482
C -1.684 0.852 -5.006
H 1.342 2.730 -1.760
C 5.133 -2.855 1.559
O 4.068 -1.615 -0.003
H -2.244 -1.204 -5.328
Bi 1.809 -0.062 1.887
C 7.554 -1.836 0.713
C -1.692 1.621 -2.716
C 1.715 2.564 -0.744
H 4.040 1.852 1.578
H 6.048 -3.336 3.413
C -2.514 -3.776 0.439
C -3.172 1.462 0.321
H -1.524 2.403 -1.971
H -1.072 -2.236 -0.138
C 6.469 -1.784 -0.174
H -4.171 -5.046 0.963
C 1.899 2.679 1.553
C -2.338 -0.670 -3.249
H 8.515 -1.430 0.378
H -1.778 -4.573 0.514
C 7.405 -2.362 1.997
H -1.137 2.846 -4.390
C -3.258 2.627 2.440
C -4.080 2.386 -0.237
H -5.857 -3.224 0.890
H -4.394 2.275 -1.277
C -4.440 -1.732 0.267
H -5.166 -0.917 0.215
P -2.533 0.097 -0.590
C 3.109 2.046 1.033
H 0.133 3.566 0.470
O 3.829 -2.797 1.972
C -4.818 -3.014 0.647
C -4.586 3.414 0.556
H 8.231 -2.320 2.716
C -1.462 1.861 -4.062
C -2.736 1.603 1.664
C 5.261 -2.201 0.315
H 6.523 -1.336 -1.160
H -2.005 0.884 2.045
C -2.112 -2.502 0.063
H -1.555 1.063 -6.068
C -2.185 0.362 -2.297
C 6.200 -2.953 2.411
*
```

***

[11]
ORCA calculation (ωB97M-V/def2-TZVPD) on the molecule C4H7NO3.

Properties
* maximum force: 0.0646 hartree/bohr
* gap between HOMO and LUMO (spin up / spin down): 7.237 / 6.704 eV
* ΔE to the lowest compared entry with this formula, charge and spin: 124.5 kcal/mol
* HOMO energy (spin up / spin down): -0.2563 / -0.2496 Ha

```
! RIJCOSX wB97M-V def2-TZVPD def2/J DEFGRID3
* xyz 0 1
H -1.967 -0.609 -1.031
O -1.798 1.107 0.018
O 2.333 1.327 -0.213
C -0.546 1.130 0.380
C 1.815 0.200 0.195
H 1.966 -1.625 0.539
H -2.409 -0.774 0.736
H 0.639 -1.804 -0.416
H -0.172 2.057 0.644
H -3.476 0.056 -0.581
C -2.473 -0.132 -0.186
H 3.175 1.261 -0.579
O 2.612 -0.937 0.154
N -0.036 -1.281 0.102
C 0.338 0.023 0.238
*
```

***

[12]
ORCA calculation (ωB97M-V/def2-TZVPD) on a structure of composition C3H3O2Tm.

Properties
* maximum force: 0.1000 hartree/bohr
* gap between HOMO and LUMO (spin up / spin down): 8.198 / 6.219 eV
* ΔE to the lowest compared entry with this formula, charge and spin: 2.7 kcal/mol
* HOMO energy (spin up / spin down): -0.6696 / -0.6342 Ha
* expectation value of S²: 2.01

```
! RIJCOSX wB97M-V def2-TZVPD def2/J DEFGRID3
* xyz 2 3
H 0.639 1.799 -0.812
O -0.288 0.837 1.871
H -0.122 -0.434 -2.155
C 0.524 0.775 -0.465
H 1.164 -1.213 -1.045
Tm -1.472 -0.934 2.679
O -0.605 -0.855 0.482
C 0.438 -0.413 -1.217
C -0.278 0.438 0.662
*
```

***

Total energy readings, ordered: -645.197624, -2843.895887, -360.501126, -338.305565, -2519.115888, -2508.912587, -551.933714, -1236.019649, -3992.698204, -2310.917435, -436.944991, -1350.998791 a.u.